1.
C25H33O2PbSe as an isolated structure at a distorted geometry, computed with ωB97M-V with the def2-TZVPD basis set.

The geometry in XYZ format:
```
62
Properties=species:S:1:pos:R:3:forces:R:3
O 0.51022 2.28027 -3.54263 0.03 0.36 -1.33
C 0.92806 2.74406 -4.87021 0.04 -0.20 0.86
C -0.49038 3.16994 -5.23554 0.09 0.00 0.60
H 1.34150 1.92540 -5.46813 0.10 0.06 0.05
H 1.65011 3.56414 -4.77243 0.00 -0.26 -0.14
C -0.87998 2.54741 -3.87420 -0.29 0.06 0.07
H -0.95322 2.68527 -6.09363 0.05 0.24 -0.10
H -0.58936 4.25645 -5.22491 -0.24 -0.10 -0.33
C -1.71542 1.29411 -3.97992 -0.42 -0.33 -0.04
H -1.23997 0.49058 -4.55478 -0.01 0.32 0.10
H -2.65457 1.55650 -4.49000 0.12 -0.09 0.08
H -1.97120 0.91168 -2.98352 0.30 -0.02 -0.35
C -1.55208 3.48460 -2.89301 -0.33 0.23 0.25
H -0.99629 4.42401 -2.77484 -0.09 -0.20 -0.05
H -1.67644 3.01568 -1.90325 0.22 0.08 -0.35
H -2.56737 3.70780 -3.27298 0.39 0.04 0.14
Pb 0.54555 -2.53865 -2.10095 -0.86 1.60 3.63
C 1.14790 1.48177 0.69316 0.46 -0.90 -0.57
C 1.72041 0.19737 0.90807 -0.15 0.37 -0.20
C 2.10546 -0.33026 -0.35483 -0.02 -0.71 0.59
H 1.86050 -0.30172 1.86675 -0.10 0.12 -0.25
C 1.78183 0.62986 -1.35183 -0.76 0.66 -0.28
C 1.14392 1.72720 -0.70835 0.49 -0.40 -0.02
H 0.74460 2.60828 -1.20421 0.21 -0.24 0.16
H 0.79775 2.17600 1.45874 0.02 -0.29 -0.19
H 2.63562 -1.27942 -0.50794 0.07 0.60 0.12
H 2.03887 0.56362 -2.41252 -0.14 0.06 0.33
C -1.60209 -1.23066 1.05369 0.02 0.15 -0.49
C -1.97250 0.04203 0.55460 -0.56 -0.72 -0.24
C -2.41030 -0.12370 -0.78544 0.33 -0.28 0.24
H -1.94121 0.98974 1.09691 -0.08 -0.41 -0.13
C -2.19423 -1.48174 -1.15501 -0.24 0.45 -0.16
C -1.70707 -2.17398 -0.00386 0.23 0.10 0.24
H -1.55086 -3.25320 0.08338 -0.16 0.30 -0.08
H -1.32820 -1.45627 2.08162 0.20 0.11 -0.32
H -2.92498 0.63924 -1.37631 0.42 -0.27 0.17
H -2.43628 -1.92492 -2.12526 -0.19 0.04 0.32
O 0.99787 -2.59457 -4.38453 0.85 -0.15 -3.75
C 0.14172 -1.74020 -5.24121 0.03 0.26 0.59
C 0.54988 -1.95083 -6.69982 -0.04 0.17 -0.23
H 0.27295 -0.68256 -4.92658 0.07 -0.79 -0.02
H -0.91629 -2.01823 -5.07126 0.56 0.04 0.08
C 1.61980 -3.05949 -6.70909 -0.14 -0.13 -0.27
H 0.94410 -1.02188 -7.14228 -0.14 -0.32 0.26
H -0.32585 -2.24027 -7.29521 0.26 0.07 0.13
C 1.92166 -3.38633 -5.25084 -0.08 -0.02 0.92
H 2.51744 -2.72683 -7.23893 -0.10 -0.05 0.18
H 1.25227 -3.94235 -7.24581 0.06 0.15 0.20
H 2.96604 -3.16077 -4.98020 -0.49 0.24 0.05
H 1.76583 -4.44578 -4.99080 -0.12 0.37 -0.18
Se 2.08458 -4.11377 -0.39243 0.07 -0.60 -0.69
C 1.97500 -3.49872 1.38362 0.19 0.68 1.91
C 0.76760 -3.43026 2.11608 0.45 -0.33 -0.48
C 0.75226 -3.05935 3.45943 0.39 0.12 0.17
C 1.94028 -2.76157 4.14175 0.03 -0.22 -0.55
C 3.15559 -2.86165 3.44475 -0.43 0.18 0.15
C 3.16996 -3.18242 2.08743 -0.39 -0.46 -0.26
H -0.15514 -3.72945 1.61862 0.23 0.27 0.19
H -0.19756 -3.00556 3.99068 0.16 -0.01 -0.16
H 1.91940 -2.47373 5.19707 0.02 -0.12 -0.39
H 4.09412 -2.67837 3.97584 -0.27 0.00 -0.27
H 4.12889 -3.27753 1.57280 -0.32 0.14 0.07
```
Forces are in eV/Å.

- Kohn-Sham gap: 0.1784 Ha
- Lowest unoccupied orbital energy: 2.00 eV
- Total charge: -1
- Highest occupied orbital energy: -2.85 eV
- E: -3717.01971 Ha

2.
C25H33O2Tl as an isolated structure at a distorted geometry, computed with ωB97M-V with the def2-TZVPD basis set.

The geometry in XYZ format:
```
61
Properties=species:S:1:pos:R:3:forces:R:3
O -3.72289 -2.36903 -1.46849 -2.23 -1.02 1.36
C -4.64783 -2.67132 -0.32090 0.33 0.62 0.43
C -5.47658 -3.68644 -1.06581 0.52 0.52 -0.17
H -5.22935 -1.78977 -0.01845 0.45 -0.10 0.01
H -4.12135 -3.11122 0.53849 0.02 0.39 -0.29
C -4.46709 -3.38325 -2.19327 -0.06 -0.84 -1.42
H -6.49475 -3.34327 -1.22623 -0.05 -0.24 -0.20
H -5.43198 -4.66664 -0.58816 -0.13 -0.03 -0.48
C -5.01465 -2.74885 -3.46280 0.32 -0.10 -0.06
H -5.55200 -1.81933 -3.23862 -0.20 -0.40 0.00
H -5.61474 -3.47394 -4.03348 0.01 0.40 0.16
H -4.15437 -2.44370 -4.07307 -0.15 -0.14 -0.01
C -3.56331 -4.57162 -2.50325 0.16 0.22 -0.13
H -3.10935 -4.95959 -1.57514 -0.27 0.00 -0.37
H -2.74673 -4.22154 -3.15396 -0.20 -0.24 0.12
H -4.13888 -5.35719 -3.02402 0.33 0.22 0.29
Tl 1.67916 1.19182 0.74996 1.00 -0.42 0.43
C 4.81849 -0.28833 1.21414 -0.67 -0.67 -0.14
C 4.38383 0.11529 2.50590 -0.80 -0.21 -0.13
C 3.16473 -0.56015 2.79714 0.26 0.10 -0.37
H 4.91623 0.78094 3.18067 -0.20 -0.04 -0.20
C 2.87619 -1.43500 1.69812 -0.17 0.76 0.17
C 3.90460 -1.26126 0.72239 0.38 0.77 0.17
H 4.00137 -1.81880 -0.20706 -0.06 0.19 0.20
H 5.71649 0.05015 0.70600 -0.14 -0.09 0.12
H 2.56907 -0.45220 3.70424 0.27 -0.14 -0.23
H 2.05051 -2.14458 1.64154 0.26 0.17 0.04
C 3.85619 2.82815 -1.72743 0.52 -1.66 -0.54
C 3.81352 1.46505 -2.13429 -0.29 0.32 0.02
C 2.46083 1.13375 -2.42766 1.93 -0.26 0.19
H 4.66886 0.80610 -2.23848 -0.23 0.13 0.08
C 1.66002 2.28984 -2.17511 0.43 3.00 0.96
C 2.52866 3.33943 -1.74869 -2.73 -1.12 -0.78
H 2.23288 4.35914 -1.50944 0.04 -0.36 -0.03
H 4.75090 3.39467 -1.48282 -0.20 -0.18 0.00
H 2.10604 0.18648 -2.82341 0.08 0.17 0.16
H 0.58213 2.35774 -2.31534 0.35 0.01 0.06
O -1.30923 0.23503 -0.64234 0.18 -1.10 1.81
C -0.76227 -1.09332 -0.90457 0.60 0.28 -0.29
C -1.45216 -2.11417 0.04238 0.36 0.33 0.25
H 0.33095 -1.04258 -0.67290 -0.63 -0.20 -0.29
H -0.89576 -1.30478 -1.97804 -0.04 0.09 0.45
C -2.47738 -1.22746 0.75449 -0.04 0.86 -0.33
H -0.70165 -2.49801 0.75515 -0.33 0.12 -0.18
H -1.93195 -2.94898 -0.46813 0.32 0.21 0.00
C -1.74617 0.11585 0.76391 -0.01 0.07 -0.57
H -2.79302 -1.59572 1.73035 0.10 0.10 0.06
H -3.35474 -1.07424 0.10478 0.70 0.05 0.60
H -0.89551 0.03083 1.49069 -0.27 0.35 -0.64
H -2.35659 1.00764 0.98899 0.27 -0.46 -0.07
C 2.37540 5.68462 3.50219 -0.19 -0.22 -0.12
C 3.50211 5.16317 2.85551 -0.25 -0.72 -0.47
C 3.39152 3.97713 2.06642 0.61 1.25 0.70
C 2.15834 3.38362 1.98660 0.13 -0.75 -0.61
C 1.02905 3.86831 2.58155 -0.63 1.04 0.90
C 1.13193 5.05184 3.36392 0.28 -0.56 -0.44
H 2.45842 6.58852 4.11807 -0.01 -0.41 -0.31
H 4.46931 5.66397 2.95354 -0.31 -0.21 -0.05
H 4.27106 3.57878 1.55781 -0.27 0.06 0.21
H 0.06017 3.37060 2.47500 0.29 0.20 0.08
H 0.24334 5.45784 3.85145 0.27 -0.12 -0.13
```
Forces are in eV/Å.

- Kohn-Sham gap (alpha / beta): 0.1821 / 0.1790 Ha
- Lowest unoccupied orbital energy (alpha / beta): -1.72 / -2.15 eV
- Highest occupied orbital energy (alpha / beta): -6.67 / -7.02 eV
- E: -1295.08422 Ha

3.
C25H34Br51O as an isolated structure at a distorted geometry, computed with ωB97M-V with the def2-TZVPD basis set.

The geometry in XYZ format:
```
111
Properties=species:S:1:pos:R:3:forces:R:3
C 2.42974 1.49931 1.04833 -0.50 -1.05 -1.65
C 1.13585 2.18384 0.27609 0.98 0.24 0.54
C 0.72913 3.67440 0.91544 -0.98 -1.01 0.14
C -0.79565 3.64003 1.60276 1.52 0.25 -0.63
C -1.79218 4.33886 0.50686 -0.18 0.26 0.77
C -3.39235 4.09958 0.75773 0.10 -0.40 -1.08
C -3.77526 2.76141 1.62235 -1.29 1.44 0.65
O -3.29212 1.49329 1.05423 -1.89 0.70 0.79
C -4.38356 0.54041 0.79920 0.78 -1.22 -0.56
H 2.05876 0.50817 1.57358 0.79 1.63 -1.09
H 3.20107 1.21224 0.19814 -1.64 0.33 1.90
H 1.43335 2.36551 -0.85488 -0.65 -0.48 2.10
H 0.25114 1.41825 0.33434 1.25 1.71 -0.31
H 1.47477 3.92933 1.78062 -1.09 -0.37 -2.02
H 0.68544 4.46784 0.05220 0.39 -1.50 1.85
H -1.00630 2.51138 1.82678 0.01 2.22 -0.42
H -0.69088 4.24104 2.62239 -0.74 -1.19 -2.13
H -1.52019 3.98895 -0.57840 -0.36 0.53 2.16
H -1.59610 5.50961 0.57366 -0.38 -2.49 -0.33
H -3.83990 5.08671 1.23421 0.65 -2.30 -0.72
H -3.87989 3.94691 -0.32150 0.88 0.50 2.35
H -4.96399 2.72845 1.68218 2.38 0.05 -0.17
H -3.42070 2.95345 2.74042 -0.38 -0.83 -2.31
H -5.19594 0.49164 1.64361 1.45 0.42 -1.65
H -3.88204 -0.54218 0.75962 -0.97 2.38 0.10
H -4.80633 0.73870 -0.27493 0.42 -0.27 2.26
C -5.78283 1.20648 -3.37736 -0.20 0.15 -0.21
Br -4.16721 0.78273 -4.37469 -0.39 0.08 0.38
Br -6.40421 -0.30927 -2.32819 0.13 0.24 -0.37
Br -5.56194 2.80095 -2.28523 -0.01 -0.44 -0.29
H -6.56354 1.42809 -4.11249 0.36 -0.12 0.35
C 1.85905 5.65889 5.03045 -0.23 -0.35 0.28
Br 2.13702 3.76086 4.70691 -0.05 0.64 -0.06
Br 3.50374 6.55074 5.56334 -0.29 -0.12 -0.18
Br 1.01906 6.53664 3.51129 0.21 -0.19 0.38
H 1.16344 5.74130 5.87209 0.32 0.06 -0.41
C 1.95873 -1.76071 -1.66386 0.25 0.03 -0.17
Br 3.39306 -0.45244 -1.78874 -0.37 -0.55 -0.26
Br 1.94251 -2.65419 0.06408 -0.03 0.28 -0.49
Br 0.22875 -0.98112 -2.09198 0.66 0.05 0.28
H 2.15926 -2.52811 -2.41878 -0.11 0.34 0.35
C 5.76373 4.33418 2.79778 0.14 0.11 0.03
Br 6.41972 3.94069 4.58644 0.13 0.15 0.08
Br 7.20774 4.81847 1.58756 0.19 0.22 0.05
Br 4.68086 2.88230 2.08835 -1.33 -0.07 -0.21
H 5.11026 5.20877 2.88206 0.35 -0.24 0.04
C -3.23627 -2.82017 -3.42396 -0.03 0.23 0.09
Br -2.58028 -3.21366 -1.63530 -0.30 0.00 -0.47
Br -1.79226 -2.33588 -4.63418 -0.53 -0.23 0.17
Br -4.31914 -4.27205 -4.13338 0.22 0.23 0.15
H -3.88974 -1.94558 -3.33968 0.27 -0.35 -0.04
C 0.83139 7.25310 -1.82090 0.20 -0.19 0.12
Br 0.82088 7.09393 0.11793 0.09 0.45 -0.69
Br -0.76544 6.48033 -2.61920 0.26 0.32 0.20
Br 1.11093 9.09061 -2.39473 -0.11 -0.38 0.11
H 1.68455 6.67116 -2.18490 -0.38 0.22 0.16
C 6.83284 -1.98070 -3.65984 0.16 -0.03 -0.05
Br 5.25523 -2.48189 -4.68181 0.35 0.13 0.22
Br 7.08026 -0.05180 -3.61004 -0.21 -0.52 -0.01
Br 6.81514 -2.75459 -1.87528 -0.03 0.22 -0.45
H 7.69883 -2.40080 -4.18196 -0.39 0.20 0.22
C 6.45873 -5.07837 -7.89563 0.01 -0.19 -0.11
Br 7.89306 -3.77010 -8.02051 -0.36 -0.26 0.09
Br 6.44251 -5.97185 -6.16769 0.01 0.26 -0.43
Br 4.72875 -4.29878 -8.32375 0.45 -0.16 0.15
H 6.65926 -5.84577 -8.65055 -0.09 0.38 0.36
C 0.15501 -5.23577 3.11105 0.04 -0.23 -0.05
Br -0.70021 -4.92170 4.82990 0.25 -0.03 -0.38
Br -0.99361 -4.72374 1.62685 0.26 -0.12 0.40
Br 1.89974 -4.38234 3.00406 -0.47 -0.21 0.17
H 0.32138 -6.31496 3.02911 -0.09 0.51 0.04
C 0.46882 -8.03113 8.00896 0.12 -0.12 0.20
Br -1.23708 -8.69199 7.34739 0.42 0.22 0.12
Br 1.86990 -8.17383 6.66696 -0.39 0.09 0.30
Br 0.32123 -6.22343 8.71203 -0.02 -0.45 -0.28
H 0.75943 -8.67644 8.84451 -0.14 0.29 -0.41
C -7.13627 -6.95417 -6.22206 -0.07 0.19 0.00
Br -6.48028 -7.34766 -4.43339 -0.13 0.09 -0.52
Br -5.69226 -6.46988 -7.43228 -0.35 -0.16 0.33
Br -8.21914 -8.40605 -6.93148 0.30 0.32 0.18
H -7.78974 -6.07958 -6.13778 0.29 -0.41 -0.05
C 3.01322 10.72116 5.48006 0.03 -0.25 0.09
Br 1.30732 10.06030 4.81849 0.51 0.26 0.17
Br 4.41430 10.57846 4.13806 -0.41 0.06 0.33
Br 2.86563 12.52885 6.18313 0.03 -0.35 -0.18
H 3.30382 10.07585 6.31561 -0.14 0.28 -0.39
C 11.20192 0.13275 -4.35661 0.20 0.07 0.18
Br 10.66635 0.36873 -2.50136 0.18 -0.06 -0.52
Br 10.44355 -1.48369 -5.12885 0.14 0.32 0.13
Br 10.80247 1.70453 -5.43077 0.03 -0.42 0.27
H 12.28998 0.00976 -4.36217 -0.52 0.04 -0.03
C 0.61322 -2.05173 8.69638 0.21 -0.14 0.10
Br -1.09268 -2.71258 8.03481 0.36 0.21 0.15
Br 2.01430 -2.19442 7.35438 -0.46 0.06 0.32
Br 0.46563 -0.24403 9.39945 0.01 -0.44 -0.22
H 0.90382 -2.69704 9.53193 -0.15 0.31 -0.37
C -8.37067 -4.50947 -2.13955 0.15 -0.04 -0.19
Br -7.10698 -3.55557 -1.00922 -0.33 -0.33 -0.20
Br -8.62080 -6.34772 -1.55423 0.00 0.52 0.03
Br -10.06262 -3.56207 -2.29313 0.39 -0.22 0.08
H -7.93465 -4.54997 -3.14318 -0.14 0.02 0.44
C -6.93027 -8.61229 1.66323 0.14 -0.05 0.20
Br -8.63616 -9.27314 1.00166 0.38 0.18 0.10
Br -5.52918 -8.75498 0.32123 -0.40 0.09 0.30
Br -7.07785 -6.80459 2.36630 0.02 -0.46 -0.26
H -6.63966 -9.25760 2.49878 -0.15 0.29 -0.40
C 0.16464 3.48603 -4.91004 -0.03 0.28 0.31
Br 0.82064 3.09253 -3.12138 -0.22 -0.08 -0.55
Br 1.60866 3.97032 -6.12026 -0.31 -0.13 0.20
Br -0.91823 2.03414 -5.61947 0.31 0.24 0.08
H -0.48883 4.36061 -4.82576 0.28 -0.37 -0.10
```
Forces are in eV/Å.

- Kohn-Sham gap: 0.1112 Ha
- Lowest unoccupied orbital energy: 0.72 eV
- Total charge: -1
- Highest occupied orbital energy: -2.31 eV
- E: -132322.54355 Ha